[1]
C34H28BrIN8O4SV | ωB97M-V with the def2-TZVPD basis set

Last column: Löwdin charge in e.
Geometry (Å):
V -0.2575 -0.3301 -0.1016  0.80
Br 8.1108 0.1316 1.8534  0.75
C 6.9849 1.5876 2.3361  -0.67
C 7.3364 2.8820 1.9737  -0.11
C 6.4929 3.9285 2.2822  -0.01
C 5.2634 3.6854 2.9072  -0.28
C 4.9456 2.3800 3.3022  -0.01
C 5.8128 1.3412 3.0368  -0.12
N 4.4551 4.7698 3.2154  0.10
N 3.2327 4.7653 3.1687  0.10
C 2.4254 3.8346 2.5727  -0.22
C 1.3714 3.2710 3.2800  0.00
C 0.6249 2.2358 2.7354  0.04
C 0.8488 1.7959 1.4347  -0.26
O 0.2602 0.7836 0.8870  -0.18
C 1.7882 2.5049 0.6170  -0.13
N 1.8611 2.1578 -0.6800  0.12
C 2.7129 2.7898 -1.4473  -0.11
C 3.5538 3.8134 -0.9920  -0.02
C 3.4727 4.2003 0.3232  0.02
C 2.5839 3.5299 1.1832  -0.08
H 8.2680 3.0674 1.4612  0.11
H 6.7580 4.9386 2.0120  0.12
H 4.0431 2.1929 3.8648  0.12
H 5.5817 0.3393 3.3618  0.10
H 1.1971 3.5928 4.2952  0.13
H -0.1346 1.7498 3.3308  0.13
H 2.7292 2.4928 -2.4894  0.11
H 4.2329 4.2969 -1.6755  0.11
H 4.0639 5.0282 0.6875  0.12
O -8.4130 -1.6203 1.5015  -0.37
S -8.7248 -2.8382 2.2030  0.40
O -9.8351 -2.8077 3.1088  -0.33
O -8.4603 -4.0766 1.4900  -0.36
C -7.1932 -3.0763 3.2682  -0.36
N -7.2205 -3.8136 4.3460  0.15
C -6.0464 -4.0924 4.8906  -0.09
C -4.8552 -3.6049 4.3591  0.01
C -4.9550 -2.8107 3.2155  -0.22
N -6.1512 -2.5801 2.6708  0.15
C -3.8339 -2.1768 2.5109  -0.10
C -2.4969 -2.5278 2.7040  0.03
C -1.5207 -1.8717 1.9795  -0.12
N -1.7953 -0.9256 1.0804  -0.11
C -3.0693 -0.5835 0.8860  -0.09
C -4.1113 -1.1738 1.5756  0.05
H -6.0652 -4.7079 5.7797  0.11
H -3.9109 -3.8251 4.8280  0.10
H -2.2067 -3.2995 3.3974  0.12
H -0.4692 -2.1149 2.1185  0.12
H -3.2520 0.2063 0.1597  0.11
H -5.1348 -0.8782 1.4051  0.13
I -1.2857 1.1631 -2.6622  1.10
C 0.6156 0.2394 -2.8128  -0.72
C 1.3170 0.1665 -4.0023  -0.09
C 2.5526 -0.4678 -3.9823  -0.02
C 3.0189 -0.9923 -2.7832  -0.01
C 2.2373 -0.8559 -1.6495  -0.10
N 1.0493 -0.2556 -1.6634  -0.16
H 0.9214 0.5982 -4.9071  0.11
H 3.1422 -0.5459 -4.8825  0.13
H 3.9721 -1.4958 -2.7242  0.12
H 2.5637 -1.2300 -0.6844  0.14
C -0.8344 -3.6880 -3.9019  -0.01
C -1.7215 -3.6666 -2.6464  -0.57
C -1.8141 -5.0693 -2.0313  -0.01
C -3.1191 -3.1078 -2.9622  0.00
C -1.1105 -2.7715 -1.7046  -0.03
N -0.6137 -2.0316 -0.9761  0.14
H -1.2594 -4.3740 -4.6299  0.10
H 0.1706 -4.0257 -3.6549  0.10
H -0.7723 -2.6981 -4.3505  0.09
H -2.2527 -5.7485 -2.7572  0.11
H -2.4395 -5.0650 -1.1423  0.10
H -0.8274 -5.4394 -1.7630  0.10
H -3.5994 -3.7455 -3.6997  0.11
H -3.0533 -2.0975 -3.3639  0.08
H -3.7404 -3.0871 -2.0689  0.10

Values from the calculation:
* charge: +1
* LUMO (alpha / beta): -4.8 / -4.8 eV

***

[2]
C31H30CsOPS | ωB97M-V with the def2-TZVPD basis set

Last column: Löwdin charge in e.
Geometry (Å):
Cs -1.2489 0.5814 2.0776  0.95
C -4.3181 -2.7404 2.4024  -0.04
C -4.4362 -1.2505 2.5670  -0.30
C -4.2973 -0.6489 3.8139  -0.08
C -4.3869 0.7336 3.9586  -0.12
C -4.6132 1.5410 2.8525  -0.12
C -4.7554 0.9523 1.6001  -0.12
C -4.6748 -0.4269 1.4644  -0.08
H -3.3180 -3.0157 2.0583  0.07
H -5.0220 -3.1140 1.6583  0.09
H -4.5090 -3.2580 3.3420  0.08
H -4.1253 -1.2710 4.6851  0.11
H -4.2854 1.1774 4.9415  0.10
H -4.6682 2.6159 2.9608  0.11
H -4.9159 1.5752 0.7307  0.10
H -4.7957 -0.8776 0.4860  0.11
C 6.6201 0.6026 1.1987  -0.09
C 5.7720 0.2460 2.2360  -0.09
C 4.4137 0.0879 1.9941  -0.11
C 3.8794 0.2698 0.7207  -0.39
C 4.7488 0.6208 -0.3127  -0.10
C 6.1039 0.7903 -0.0780  -0.08
P 2.0616 -0.0220 0.5218  1.04
C 1.7544 1.1179 -0.8827  -0.39
C 1.2272 0.6968 -2.1017  -0.08
C 1.0581 1.5956 -3.1488  -0.10
C 1.4017 2.9307 -2.9940  -0.12
C 1.9101 3.3673 -1.7777  -0.10
C 2.0818 2.4687 -0.7373  -0.13
C 2.0531 -1.6727 -0.2673  -0.33
C 3.1794 -2.3640 -0.6360  -0.08
C 3.0716 -3.6541 -1.1932  -0.09
C 1.8434 -4.2307 -1.3707  -0.05
C 0.6636 -3.5471 -0.9916  -0.18
C -0.6198 -4.1299 -1.1617  -0.07
C -1.7262 -3.4408 -0.7597  -0.12
C -1.6000 -2.1527 -0.1809  -0.22
C -0.3939 -1.4937 0.0025  -0.25
C 0.7530 -2.2459 -0.4213  -0.27
H 7.6787 0.7340 1.3835  0.10
H 6.1641 0.0966 3.2340  0.10
H 3.7509 -0.1837 2.8088  0.09
H 4.3570 0.7596 -1.3134  0.11
H 6.7633 1.0630 -0.8924  0.10
H 0.9661 -0.3445 -2.2362  0.10
H 0.6752 1.2423 -4.0993  0.10
H 1.2881 3.6217 -3.8209  0.10
H 2.1886 4.4058 -1.6454  0.10
H 2.5064 2.8185 0.1980  0.11
H 4.1635 -1.9331 -0.5007  0.09
H 3.9710 -4.1848 -1.4803  0.10
H 1.7542 -5.2215 -1.8029  0.11
H -0.7023 -5.1156 -1.6054  0.10
H -2.7102 -3.8839 -0.8864  0.09
H -2.5323 -1.6793 0.1510  0.03
C -1.9344 4.2584 -1.8199  -0.25
S -1.5568 2.7683 -0.9047  0.78
C -2.4611 1.6296 -1.9530  -0.23
O -2.3477 2.8841 0.3663  -0.66
H -3.0156 4.3763 -1.8894  0.06
H -1.4792 4.1732 -2.8062  0.05
H -1.4999 5.1028 -1.2896  0.06
H -2.0539 1.6763 -2.9619  0.06
H -3.5185 1.8958 -1.9359  0.06
H -2.3020 0.6254 -1.5554  0.04

Values from the calculation:
* ΔE to the lowest compared entry with this formula, charge and spin: 1.8 kcal per mole
* charge: 0
* LUMO: 0.0 eV

***

[3]
C17H19N3OS2 | ωB97M-V with the def2-TZVPD basis set

Last column: Löwdin charge in e.
Geometry (Å):
C 3.0590 0.0963 -5.0100  -0.39
S 2.1142 0.3784 -3.4955  0.88
C 1.8189 -1.2438 -2.9530  -0.61
C 0.9001 -1.9996 -3.5086  -0.10
C 0.4774 -3.2207 -2.8268  -0.07
N 1.2037 -3.7184 -1.8097  0.11
C 2.1797 -2.9399 -1.2724  -0.35
C 2.9847 -3.4530 -0.0972  -0.42
S 3.1711 -2.3957 1.3618  0.93
C 1.4754 -1.7795 1.6329  -0.54
N 0.2676 -2.3176 1.3237  0.13
C -0.7106 -1.4066 1.6267  -0.30
C -2.0716 -1.4514 1.4657  0.00
C -2.8040 -0.2635 1.5941  -0.02
C -2.3165 0.9474 2.1364  -0.23
O -3.1134 2.0161 2.5367  -0.04
C -2.5419 3.3487 2.3523  -0.39
C -1.6349 3.6188 1.1216  -0.04
C -3.6721 4.3789 2.5767  -0.05
C -0.8560 0.9064 2.3300  0.07
C -0.1369 -0.2654 2.0780  -0.23
N 1.1613 -0.6000 2.2291  0.08
C 2.4828 -1.7262 -1.8048  -0.06
H 2.5475 -0.5679 -5.6288  0.00
H 4.0757 -0.2825 -4.7583  0.05
H 3.3020 1.0210 -5.5393  0.04
H 0.4738 -1.6741 -4.4742  0.12
H -0.3733 -3.7862 -3.1858  0.10
H 3.9414 -3.7438 -0.4210  0.06
H 2.4734 -4.3563 0.2594  0.08
H -2.4777 -2.4370 1.2245  0.12
H -3.8837 -0.3037 1.5443  0.11
H -1.8994 3.4575 3.1594  0.10
H -2.0355 3.0415 0.3158  0.07
H -1.7608 4.6049 0.7264  0.06
H -0.5299 3.4103 1.1926  0.09
H -4.3114 4.1314 3.4779  0.09
H -4.3230 4.4975 1.6577  0.09
H -3.2692 5.3855 2.7781  0.08
H -0.4752 1.7990 2.7927  0.09
H 1.8353 0.0935 2.5598  0.16
H 3.2520 -1.2003 -1.2688  0.10

Values from the calculation:
* ΔE to the lowest compared entry with this formula, charge and spin: 65.1 kcal per mole
* SMILES: CSc1ccnc(CSc2nc3ccc(OC(C)C)cc3[nH]2)c1
* charge: 0
* LUMO: 0.5 eV

***

[4]
C4H12N2O2 | ωB97M-V with the def2-TZVPD basis set

Last column: Löwdin charge in e.
Geometry (Å):
O -2.3946 -0.8702 -0.2108  -0.01
C -1.9007 0.4833 0.1179  -0.14
C -0.6955 0.2260 0.9781  -0.15
C -0.8420 -0.4598 2.3146  0.00
N 0.5762 -0.0418 0.4921  0.00
C 1.3306 1.1444 -0.0685  -0.31
N 2.4198 0.6670 -0.7829  0.01
H -2.6497 0.9440 0.7698  0.13
H -1.6929 1.0102 -0.8289  0.14
H -0.4616 0.2145 3.0986  0.11
H -0.1022 -1.2176 2.2658  0.09
H -1.8608 -0.6642 2.6591  0.10
H 0.5876 -0.7195 -0.2930  0.12
H 0.7189 1.7690 -0.7618  0.12
H 1.5076 1.7245 0.8386  0.11
H 3.3939 0.8348 -0.6023  0.07
H 2.0791 -0.0724 -1.4892  -0.02
H -1.6360 -1.3148 0.1887  0.07
H 1.4875 -1.3789 -3.0677  -0.07
O 1.1707 -0.8074 -2.3610  -0.38

Values from the calculation:
* ΔE to the lowest compared entry with this formula, charge and spin: 179.4 kcal per mole
* charge: 0
* LUMO: -2.9 eV